{
  "formula": "C33H65F3N8O11",
  "method": "ωB97M-V/def2-TZVPD",
  "smiles": "CC(C)CC1=C(C(F)(F)F)C(=O)OC1=O.CN(C)C=O.CN(C)C=O.CN(C)C=O.CN(C)C=O.CN(C)C=O.CN(C)C=O.CN(C)C=O.CN(C)C=O",
  "symbols": ["H", "H", "H", "O", "C", "H", "C", "F", "C", "C", "H", "H", "C", "H", "C", "H", "C", "C", "H", "C", "C", "N", "H", "N", "O", "H", "C", "H", "C", "O", "H", "C", "H", "H", "H", "H", "H", "F", "H", "H", "H", "H", "H", "H", "C", "N", "C", "C", "H", "H", "N", "H", "O", "H", "H", "O", "C", "H", "N", "H", "H", "C", "H", "H", "H", "H", "H", "O", "H", "C", "H", "H", "C", "C", "O", "C", "C", "H", "H", "H", "H", "C", "H", "H", "H", "C", "N", "N", "C", "O", "H", "O", "H", "C", "C", "C", "H", "O", "H", "C", "H", "C", "C", "H", "H", "H", "F", "C", "H", "H", "H", "H", "H", "H", "H", "H", "H", "H", "N", "O"],
  "xyz": [[8.058, -3.137, 3.889], [-1.476, 3.178, -3.334], [-5.771, 6.446, -4.739], [1.189, -2.103, 0.521], [-2.571, 1.521, 5.628], [-2.974, 4.735, -1.991], [-1.053, -5.534, 2.378], [-4.112, -3.642, 3.885], [-1.014, -7.135, 2.600], [-5.549, 4.367, -3.019], [-8.535, 5.011, -3.837], [0.890, -6.592, -4.865], [1.141, 3.813, -3.594], [-2.118, 6.713, -1.573], [-3.818, -0.185, 4.298], [-0.466, 6.635, -0.914], [-6.251, 6.565, -3.765], [0.955, -7.111, -3.905], [4.595, 5.406, -2.218], [6.525, 3.226, -0.984], [-7.942, 4.933, -2.922], [0.059, 4.150, -4.350], [7.020, -1.252, 5.264], [0.565, -6.199, -2.849], [-1.865, 2.630, 3.177], [-1.321, -5.980, -3.743], [-0.036, -4.571, 1.614], [1.049, -2.918, 2.769], [2.520, -4.093, 1.544], [1.145, -5.108, -0.915], [-0.682, -4.533, -2.915], [1.107, -1.105, -0.176], [3.504, 3.104, -2.399], [1.933, -0.380, -0.247], [3.406, -3.490, 1.950], [-0.139, 0.169, -2.789], [-2.977, 0.910, 6.436], [-3.223, -3.059, 1.819], [2.148, -5.853, 3.474], [-0.293, 3.649, 0.340], [2.223, -3.757, 0.484], [1.977, -7.465, -3.758], [3.899, 2.613, -0.729], [0.940, 0.998, -1.644], [-1.519, 6.425, -0.707], [6.058, -2.569, 3.943], [6.036, -1.692, 5.097], [-2.917, -3.634, 3.094], [0.960, 5.916, -5.054], [-2.930, 2.548, 5.729], [-2.981, 0.998, 4.340], [-0.351, 5.210, 1.206], [-1.916, -7.417, 3.700], [-1.911, -1.224, -1.588], [-1.516, -1.717, 0.082], [-2.646, 3.011, -0.977], [1.537, -4.938, 3.807], [-5.895, 3.405, -2.607], [5.445, 3.569, -1.745], [7.168, -3.420, 2.373], [7.622, -1.762, 2.835], [-2.567, 1.635, 3.207], [1.964, 4.544, -3.665], [6.358, 5.326, -2.450], [-0.838, -2.621, -1.290], [0.275, -7.967, -3.904], [-1.844, 7.004, 0.162], [-4.181, -6.557, 3.787], [-8.028, 3.920, -2.525], [-2.942, -6.427, 3.561], [7.351, 3.953, -1.054], [-1.662, 4.015, 1.410], [4.282, 2.701, -1.749], [-1.133, -1.628, -0.938], [-0.370, -7.990, 1.930], [-2.473, 4.204, -1.166], [1.193, -4.032, 2.515], [-1.880, 3.673, -5.001], [-0.803, 5.983, -4.818], [5.040, -3.851, 2.690], [-3.291, -1.008, 4.785], [7.298, -2.735, 3.213], [-2.933, 1.157, 2.284], [-5.556, 7.074, -3.092], [2.263, -4.304, 4.469], [1.410, -5.866, -1.832], [-6.563, 5.256, -3.225], [-1.671, 5.015, -0.417], [-0.947, 4.445, 0.705], [6.608, 2.231, -0.288], [-0.794, 2.285, -4.709], [1.229, 2.818, -2.896], [2.771, -5.221, 1.437], [0.028, 5.356, -5.152], [4.911, -3.211, 3.578], [-0.765, -5.623, -2.875], [5.278, 4.499, -3.597], [-4.371, 4.575, -3.252], [0.644, -5.188, 4.478], [-1.097, 3.274, -4.354], [-8.319, 5.642, -2.180], [-2.284, -5.089, 2.999], [0.007, 0.445, -1.741], [2.393, -6.359, -1.908], [-1.294, -5.901, -1.960], [-1.480, 1.524, 5.683], [-1.927, -2.765, 3.682], [5.423, 4.773, -2.548], [-0.618, -3.645, 1.236], [0.411, -5.162, 0.719], [4.577, 1.710, -2.101], [-4.049, -0.466, 3.269], [-0.821, 1.078, -1.410], [-7.159, 7.161, -3.873], [5.736, -2.266, 5.977], [-4.749, 0.022, 4.831], [5.303, -0.898, 4.930], [-0.117, 5.083, -6.200], [0.028, -0.761, -0.936], [3.841, -3.117, 4.140]]
}

***

{
  "formula": "C33H66Br2FN2O14S5",
  "method": "ωB97M-V/def2-TZVPD",
  "total_charge": 1,
  "symbols": ["H", "H", "C", "Br", "C", "C", "H", "C", "H", "C", "C", "O", "H", "C", "H", "C", "H", "H", "S", "H", "H", "C", "C", "C", "H", "H", "H", "C", "O", "H", "H", "C", "C", "O", "H", "H", "H", "C", "H", "H", "H", "H", "C", "C", "C", "O", "H", "H", "O", "H", "H", "H", "H", "C", "H", "H", "H", "H", "H", "H", "H", "H", "C", "H", "C", "C", "C", "O", "C", "H", "S", "H", "C", "H", "H", "O", "F", "H", "C", "H", "C", "H", "H", "H", "S", "H", "O", "H", "H", "H", "H", "O", "H", "H", "H", "O", "O", "N", "H", "C", "H", "N", "C", "C", "C", "Br", "H", "O", "S", "C", "S", "O", "C", "H", "H", "O", "H", "H", "H", "H", "H", "H", "H"],
  "xyz": [[-0.495, -1.572, -2.684], [-0.737, 3.545, 1.204], [-4.579, -3.819, 5.221], [-6.073, -0.851, 3.636], [1.480, 2.744, 0.416], [-4.363, 0.259, 1.730], [2.223, -4.834, -5.612], [-2.220, 2.706, -0.099], [-5.984, 1.356, -5.166], [4.508, -3.961, -2.995], [5.735, 0.129, -0.940], [0.498, -2.771, -4.701], [1.316, 2.088, 1.265], [-5.272, -4.663, 4.170], [-1.326, -4.631, 7.484], [-1.444, -5.483, 6.821], [-5.498, 3.189, -2.636], [3.915, -4.860, -3.161], [-2.272, -4.962, 5.364], [-0.974, 1.755, 2.064], [0.774, -5.589, -4.892], [-5.896, 1.145, -3.025], [-6.451, 1.567, 2.256], [-4.552, 1.329, -0.472], [-4.288, 2.421, -3.604], [-4.049, -2.976, 4.775], [-4.934, 6.251, 1.605], [-2.348, 3.000, 3.110], [10.726, 1.244, -0.431], [-2.697, 2.159, -5.014], [-1.254, 0.297, -3.075], [-0.941, 3.423, 0.155], [0.260, -3.251, -1.561], [-1.674, -3.766, 4.847], [0.533, 3.185, -1.399], [-6.031, -4.066, 3.663], [5.566, -4.219, -3.027], [-5.510, 0.415, 2.395], [4.292, -4.092, -0.856], [11.815, 3.083, 1.431], [-6.622, 1.031, -2.229], [-3.010, 0.379, -3.366], [-4.917, 2.275, -2.738], [-4.090, 2.141, -1.498], [10.730, 3.100, 1.401], [10.864, 0.657, 1.961], [-1.878, 4.581, -1.968], [-7.409, 1.303, 2.677], [-3.656, -4.572, 6.038], [-1.636, 3.797, 2.929], [-5.749, -5.529, 4.628], [-5.455, 0.762, -0.588], [-1.038, 4.427, -0.237], [11.023, -1.607, 0.978], [-1.715, -2.768, -2.265], [4.309, -3.266, -3.808], [10.383, 3.831, 0.674], [-1.091, -1.664, -1.022], [-1.071, 1.666, -5.293], [10.309, 3.304, 2.381], [3.101, -3.051, -1.626], [6.744, -0.272, -0.920], [1.712, -5.083, -4.684], [-5.058, 4.560, 1.078], [-3.733, 4.884, 2.712], [-2.887, 2.821, -1.315], [-3.874, 1.208, 0.719], [-2.460, -6.078, 4.492], [-2.044, 1.812, 2.197], [2.352, -5.681, -4.042], [1.365, -3.562, -3.881], [10.787, -2.650, 1.190], [-0.826, -2.252, -1.903], [-0.474, -5.863, 6.507], [-5.862, 5.063, 2.539], [8.739, 1.435, 1.019], [-7.161, 2.712, -4.273], [-5.306, -3.416, 5.925], [-2.353, 3.707, -2.392], [2.687, 1.318, -0.417], [10.466, -0.731, 2.081], [-3.754, 5.388, 3.675], [10.600, -1.350, 0.009], [-2.027, -6.272, 7.288], [-1.052, 3.084, -3.505], [0.385, 0.985, -1.405], [2.570, -2.977, -3.376], [-5.357, 0.217, -3.192], [9.378, -0.783, 2.129], [-1.948, -0.331, -4.543], [-6.067, 2.396, 2.835], [-0.161, 1.354, -0.704], [-2.861, 5.230, 2.161], [-6.591, 1.847, 1.222], [1.183, -2.756, -1.256], [0.542, -4.149, -2.659], [3.367, -0.509, -1.854], [2.676, 2.318, -0.273], [-7.476, 0.742, -4.435], [-1.807, 1.802, -4.508], [-3.168, 4.074, -3.000], [-2.725, 1.920, 0.897], [-6.642, 1.421, -4.307], [-2.027, 0.468, -3.813], [4.143, -3.367, -1.653], [-3.274, -1.270, 1.980], [5.742, 1.133, -1.358], [-3.655, 3.476, 2.918], [4.752, -0.866, -2.001], [0.247, 2.687, -0.476], [10.159, 1.534, 0.848], [4.989, -2.247, -1.274], [-4.977, 5.223, 1.935], [5.297, 0.136, 0.053], [-2.346, 0.890, 2.657], [5.342, -0.891, -3.302], [2.800, 2.796, -1.153], [-2.191, 2.683, 4.138], [12.104, -1.495, 0.909], [10.855, -1.037, 3.049], [-4.570, -5.028, 3.423], [1.614, 3.774, 0.742], [-0.048, -3.901, -0.746]]
}

***

| no. | E (Eh) | Kohn-Sham gap (eV) |
| --- | --- | --- |
| 1 | -2861.57032 | 7.90 |
| 2 | -9698.38769 | 7.98 |